Here is a structure of composition C14H24BrN5O6Rh from the OMol25 dataset. Energies are from ωB97M-V with the def2-TZVPD basis set.

Geometry as ORCA input:
```
! wB97M-V def2-TZVPD RIJCOSX def2/J DEFGRID3
* xyz 1 5
H -1.502 -1.076 -2.547
H -2.232 0.332 -1.569
C 3.325 0.313 2.957
H -2.642 2.351 2.609
O 2.088 2.486 -0.289
C 0.002 -2.772 -0.326
H 4.329 0.726 2.970
H -0.986 0.691 -2.829
H -0.083 -4.855 -0.666
C -1.999 3.059 2.079
H 1.063 4.696 -0.194
H -2.030 -0.628 1.246
H 0.054 -1.072 -4.380
O -2.193 0.401 1.490
N -0.612 -1.693 0.193
H 3.234 -0.280 5.064
H 3.096 0.713 0.872
H -2.631 3.757 1.513
C -0.684 -4.069 -0.214
H 1.879 -3.260 -2.849
H -1.429 3.647 2.812
H -0.872 -4.329 0.834
C 2.730 -0.228 4.098
H -0.524 5.001 0.567
H -1.654 -4.036 -0.725
O 1.310 0.883 -2.069
C -1.073 2.337 1.160
C 2.028 -3.447 -1.772
O 2.836 -0.933 -1.073
N 1.633 -1.209 -0.853
H 3.099 -3.341 -1.549
N 1.374 -0.105 1.675
H 0.987 1.502 -2.806
Rh 0.293 0.170 -0.304
O 0.180 -1.283 -3.434
C -1.340 -0.060 -2.124
H -0.235 -1.049 2.646
H 0.888 4.645 1.580
H 1.995 1.436 -1.569
Br 0.546 -1.517 5.449
C 0.393 4.400 0.627
C 0.046 2.952 0.559
C 1.221 -2.497 -0.968
C 1.429 -0.731 3.979
N -1.183 1.022 0.888
N 0.893 2.072 -0.002
C 0.767 -0.650 2.737
O -1.677 -1.919 0.888
H 1.717 -4.477 -1.563
C 2.627 0.329 1.757
H 0.512 -0.445 -3.067
*
```

Summary:
* E_HOMO (alpha / beta): -9.63 / -12.36 eV


Here is the ion C5H13NO2P with charge +1 from the OMol25 dataset. Energies are from ωB97M-V with the def2-TZVPD basis set.

Geometry as ORCA input:
```
! wB97M-V def2-TZVPD RIJCOSX def2/J DEFGRID3
* xyz 1 1
H 0.264 2.809 -0.663
N 0.144 -0.567 -1.208
C -0.360 -0.620 2.821
P -0.545 0.560 -0.212
C -0.412 2.087 -1.148
H -0.919 -2.076 -0.285
H -0.045 1.427 2.970
H 0.820 -2.424 -0.182
H -2.228 0.140 1.119
H -0.367 -1.457 2.160
H 0.050 1.808 -2.122
C 0.058 -1.956 -0.844
H -0.272 -0.882 3.910
O -0.037 1.142 1.157
H 1.433 0.727 -2.116
O -1.938 -0.053 0.137
H 1.890 -1.020 -2.444
H 2.293 -0.259 -0.875
H -1.325 2.668 -1.087
H 0.065 -2.447 -1.834
C 1.515 -0.193 -1.644
C -0.084 0.585 2.390
*
```

Summary:
* E_HOMO: -14.29 eV
* SMILES: C=CO[P@](C)(O)=[N+](C)C


Here is the molecule C3H8N2O2 from the OMol25 dataset. Energies are from ωB97M-V with the def2-TZVPD basis set.

Geometry as ORCA input:
```
! wB97M-V def2-TZVPD RIJCOSX def2/J DEFGRID3
* xyz 0 1
H 1.622 2.303 -0.315
N -1.494 -1.966 0.831
H -2.158 -1.501 1.436
H 1.216 1.180 0.997
H -1.935 0.207 -0.136
H -0.003 0.890 -1.773
H -1.112 -2.815 1.222
H 1.927 -0.474 -0.486
O 2.253 0.430 -0.658
C 1.290 1.279 -0.102
H -0.666 2.045 -0.596
C -0.514 -1.172 0.258
C -0.113 1.104 -0.701
O 0.619 -1.607 0.056
N -0.933 0.098 -0.031
*
```

Summary:
* E_HOMO: -9.80 eV
* SMILES: NC(=O)NCCO


Here is the molecule C6H6 from the OMol25 dataset. Energies are from ωB97M-V with the def2-TZVPD basis set.

Geometry as ORCA input:
```
! wB97M-V def2-TZVPD RIJCOSX def2/J DEFGRID3
* xyz 0 1
H -1.590 -1.653 -0.299
C -0.876 0.360 -0.648
C 0.508 0.299 -0.024
H -0.861 0.379 -1.692
H 1.492 -1.150 1.237
C -0.153 1.433 0.086
C -1.937 -0.615 -0.154
C 1.767 -0.409 0.359
C -2.889 -0.580 0.736
H 2.418 0.275 0.683
H -0.173 2.464 0.292
H 2.294 -0.803 -0.578
*
```

Summary:
* E_HOMO: -9.53 eV


Here is a structure of composition C2H6O3Sc from the OMol25 dataset. Energies are from ωB97M-V with the def2-TZVPD basis set.

Geometry as ORCA input:
```
! wB97M-V def2-TZVPD RIJCOSX def2/J DEFGRID3
* xyz 0 2
H -0.681 -0.456 -1.257
H -1.031 1.507 -0.105
C -0.146 1.620 -0.759
H 0.639 2.116 -0.172
H 1.307 -1.877 0.188
O -0.936 -1.518 -0.101
O 0.335 0.366 -1.169
H 1.553 -0.301 0.654
H -0.464 2.241 -1.616
O 0.344 -1.143 1.927
Sc -1.632 -1.522 1.806
C 0.711 -1.033 0.604
*
```

Summary:
* E_HOMO (alpha / beta): -7.16 / -8.57 eV


Here is a cluster of 13 separate species, C13H52N26O13 in total from the OMol25 dataset. Energies are from ωB97M-V with the def2-TZVPD basis set.

Geometry as ORCA input:
```
! wB97M-V def2-TZVPD RIJCOSX def2/J DEFGRID3
* xyz 0 1
H -8.977 -4.273 -2.799
H -13.746 -4.723 -2.595
O -9.044 -4.383 0.063
H -12.864 -1.764 -0.846
N -12.834 -6.092 3.397
N -9.645 -0.435 4.214
H -7.532 -5.754 -3.939
H -7.107 -0.949 1.683
H -6.068 -2.614 -0.876
H -10.273 -3.685 3.977
C -15.581 -4.975 -3.311
H -13.078 -3.991 4.599
N -13.434 -3.947 3.669
C -6.788 -0.772 -0.224
H -12.276 -6.016 4.241
C -8.924 -2.600 -3.877
H -15.903 -3.718 -1.417
C -12.634 -7.509 -0.830
H -9.227 -0.733 -4.680
C -13.326 -4.986 2.803
O -7.942 -2.445 2.526
H -8.276 -5.792 -1.876
H -7.135 0.736 1.147
N -6.085 -3.837 2.716
H -3.539 -6.725 -0.347
N -11.695 -7.280 0.147
O -6.542 -0.115 -1.215
O -16.539 -4.570 -3.963
H -9.076 -1.057 3.651
O -10.660 -5.994 5.372
N -12.470 -0.984 1.285
O -13.754 -4.951 1.652
H -11.345 -4.534 -1.230
O -14.684 -1.323 1.627
H -13.868 -3.159 3.200
H -13.972 -9.162 -1.090
H -12.724 -9.284 0.074
H -6.902 -7.569 0.336
N -7.438 -6.720 -3.663
H -7.455 -6.048 -0.267
H -9.917 -3.062 -2.068
C -7.136 -3.122 3.178
H -9.762 -6.858 -1.591
C -10.581 -4.829 5.749
H -9.609 -0.996 -2.979
H -10.853 -5.248 7.617
H -10.335 -3.527 7.328
H -8.020 -2.755 4.943
H -11.371 0.600 5.347
C -16.965 -3.632 0.180
O -5.312 -4.966 -0.447
N -13.702 -1.960 -0.333
H -12.405 -0.486 2.159
N -15.775 -3.871 -0.428
C -10.132 -3.881 0.287
N -7.310 -3.321 4.513
H -16.108 -6.919 -3.136
N -7.256 -0.245 0.972
H -11.723 -0.788 0.640
N -4.434 -7.036 -0.019
N -14.491 -4.197 -3.021
C -8.572 -7.251 -3.136
N -11.312 -4.029 -0.355
H -11.648 2.018 4.327
N -10.512 -3.721 4.956
N -6.567 -2.118 -0.156
O -9.056 -8.306 -3.498
H -14.554 -6.502 -2.407
H -4.755 -7.985 0.033
N -9.029 -6.406 -2.115
H -5.849 -3.706 1.740
H -10.887 -2.865 5.322
N -13.166 -8.754 -0.653
O -8.194 -3.080 -4.744
N -10.538 -4.468 7.060
H -15.108 -4.509 -0.025
H -6.577 -3.816 4.984
O -10.021 1.169 2.618
C -13.690 -1.429 0.922
H -11.191 -2.575 1.548
H -17.870 -2.813 -1.560
C -10.233 0.706 3.722
N -6.691 -6.652 -0.015
H -18.854 -3.145 -0.243
C -5.466 -6.133 -0.095
H -9.546 -2.996 1.908
H -12.169 -3.928 0.170
H -11.296 -6.360 0.240
H -5.344 -4.014 3.369
H -6.985 -2.743 0.506
O -17.135 -3.868 1.378
N -9.238 -3.304 -2.764
N -11.092 1.233 4.621
O -13.067 -6.708 -1.649
N -15.396 -6.244 -2.928
N -10.424 -3.231 1.459
N -17.941 -3.250 -0.657
H -14.571 -2.339 -0.702
H -9.321 -0.523 5.164
H -14.385 -3.264 -3.371
N -9.393 -1.340 -3.899
H -11.258 -8.028 0.651
H -12.852 -6.912 2.816
H -6.770 -7.405 -3.972
*
```

Summary:
* E_HOMO: -8.90 eV


Here is the molecule C6H12O from the OMol25 dataset. Energies are from ωB97M-V with the def2-TZVPD basis set.

Geometry as ORCA input:
```
! wB97M-V def2-TZVPD RIJCOSX def2/J DEFGRID3
* xyz 0 1
H 2.472 0.751 1.143
H -2.702 -1.061 -0.223
O 0.745 -1.080 1.080
H -1.759 1.267 0.886
H 1.071 -0.973 -0.953
H -1.920 -1.343 1.344
H 3.089 -0.755 0.468
C -1.064 0.925 -1.206
H 0.040 -0.571 1.504
H 2.992 0.701 -0.571
H 0.528 1.816 -0.041
C 0.102 0.832 -0.256
C -1.314 0.528 0.215
H -1.060 -1.672 -0.120
C -1.766 -0.957 0.327
C 2.510 0.142 0.232
C 1.097 -0.312 -0.075
H -1.344 1.920 -1.547
H -1.264 0.134 -1.922
*
```

Summary:
* E_HOMO: -9.86 eV
* SMILES: C[C@@H]1C[C@@H]1[C@@H](C)O


Here is the molecule C18H18N4O2S from the OMol25 dataset. Energies are from ωB97M-V with the def2-TZVPD basis set.

Geometry as ORCA input:
```
! wB97M-V def2-TZVPD RIJCOSX def2/J DEFGRID3
* xyz 0 1
H -2.884 -1.523 0.201
H -2.839 6.647 -1.617
C 0.500 -0.261 0.533
H -0.982 6.049 -0.103
N 1.849 -0.454 0.498
C -3.573 4.638 -1.742
C 1.561 -3.734 -0.664
C 1.301 -5.302 1.138
H -4.386 4.892 -2.405
H 3.170 -1.886 -2.263
C -2.211 -0.679 0.346
C -2.800 0.548 -0.352
N -2.138 1.683 -0.035
C -3.412 3.323 -1.342
O -3.756 0.451 -1.088
C 2.324 -3.172 1.535
C 2.159 -2.826 0.197
H 0.967 -6.262 1.502
H 1.418 -3.491 -1.704
H -1.340 1.577 0.593
H -0.682 3.714 0.617
C 1.138 -4.966 -0.193
N 1.353 1.158 1.862
C -1.665 5.288 -0.451
C 2.618 -1.448 -0.232
H -2.034 -0.502 1.405
C -2.706 5.623 -1.301
H 1.358 1.883 2.558
O 3.593 0.590 1.640
C 2.423 0.462 1.381
H 2.796 -2.470 2.209
N 0.169 0.704 1.342
C 2.556 -1.166 -1.729
H 2.032 -4.654 3.045
H 2.942 -0.169 -1.927
H -4.087 2.558 -1.687
S -0.626 -1.207 -0.389
H 1.534 -1.223 -2.095
H 3.649 -1.294 0.118
C -1.494 3.979 -0.046
H 0.675 -5.665 -0.874
C 1.897 -4.400 2.004
C -2.367 2.986 -0.488
*
```

Summary:
* E_HOMO: -8.44 eV
* SMILES: C[C@H](c1ccccc1)n1c(SCC(=O)Nc2ccccc2)n[nH]c1=O


Here is the molecule CH3N5 from the OMol25 dataset. Energies are from ωB97M-V with the def2-TZVPD basis set.

Geometry as ORCA input:
```
! wB97M-V def2-TZVPD RIJCOSX def2/J DEFGRID3
* xyz 0 1
H 2.284 -1.034 0.298
H -1.925 -0.985 0.360
N -1.680 -0.008 0.360
N 0.021 1.312 -0.712
N 1.657 -0.276 0.056
N 2.009 0.907 -0.047
N 0.480 -0.760 -0.159
C -0.444 0.251 -0.168
H -2.403 0.593 0.011
*
```

Summary:
* E_HOMO (alpha / beta): -9.24 / -9.13 eV


Here is a structure of composition C17H29LiN3NbOTe from the OMol25 dataset. Energies are from ωB97M-V with the def2-TZVPD basis set.

Geometry as ORCA input:
```
! wB97M-V def2-TZVPD RIJCOSX def2/J DEFGRID3
* xyz 2 1
H -2.832 2.124 -1.695
H -1.448 -0.890 7.103
C -1.281 0.019 5.159
C -0.470 0.214 4.034
C 0.454 -1.318 6.184
H 0.604 4.107 -0.223
C 2.546 -0.831 -0.809
H 0.150 -4.308 -1.499
N -1.624 -0.444 0.285
H 0.812 -1.907 7.017
H -1.864 0.648 -2.067
N 1.112 -1.043 -0.999
Te -1.207 1.433 2.476
C -1.958 1.731 -2.261
H 2.340 -1.806 -3.312
H 2.254 -1.567 5.024
C -0.820 -0.748 6.232
N -0.306 2.164 -0.464
O -4.786 -2.546 1.249
H -1.398 4.429 -1.181
H -1.585 4.159 -2.940
H 3.084 -1.732 -0.442
C 0.805 -0.357 3.983
H 1.771 2.757 -0.203
H 2.708 -0.029 -0.060
C 0.735 3.048 0.083
H 0.593 0.925 -2.754
H 0.675 3.031 1.185
H -2.199 1.885 -3.326
C -0.917 3.993 -2.077
H 3.056 -0.483 -1.730
H 2.765 -3.103 -2.150
H 1.597 -3.424 -3.454
H 1.438 -0.200 3.118
Nb 0.011 0.146 0.248
C 1.941 -2.660 -2.736
C 0.755 -2.216 -1.849
C 0.459 2.018 -2.841
C -3.796 -2.871 0.800
H -1.276 -1.481 -2.188
C -0.665 2.481 -1.881
H 0.016 4.550 -2.268
C -0.415 -1.840 -2.774
H 0.223 2.269 -3.892
C 1.265 -1.125 5.059
Li -2.500 1.652 0.546
C 0.332 -3.381 -0.925
H 1.416 2.505 -2.585
H -0.592 -3.111 -0.386
H -0.112 -1.028 -3.459
H -0.715 -2.715 -3.380
H -2.266 0.468 5.206
H 1.118 -3.594 -0.177
*
```

Summary:
* E_HOMO (alpha / beta): -14.84 / -14.82 eV


Here is a structure of composition C23H41LaN2OP3 from the OMol25 dataset. Energies are from ωB97M-V with the def2-TZVPD basis set.

Geometry as ORCA input:
```
! wB97M-V def2-TZVPD RIJCOSX def2/J DEFGRID3
* xyz 3 1
H -4.128 2.863 -0.870
H 3.005 2.544 -1.030
H 2.172 1.029 -0.555
C -0.090 -0.549 -3.070
C 2.597 0.138 2.062
C -0.983 0.704 4.102
C -1.320 2.589 2.648
C 2.180 -0.978 -3.833
H -0.106 -3.126 -1.327
H -3.544 -2.265 1.745
C 0.789 4.396 -1.622
H -3.332 0.119 1.669
H 2.276 3.902 0.918
C 1.265 -0.910 -2.723
C 1.266 3.481 1.017
H -0.183 4.869 -1.761
H -1.454 3.037 -2.585
P -2.005 -2.153 -0.128
C -0.293 0.073 5.203
H -0.772 -0.171 -2.289
H 1.630 0.352 2.541
H -1.983 -3.018 2.157
H 2.386 -1.686 -5.829
H 4.219 -3.228 1.091
H 1.967 1.639 -2.179
H 0.591 4.237 1.435
H -3.483 -3.697 -1.320
H 3.244 -0.871 -3.613
H -1.171 3.631 2.332
C -0.717 2.036 3.764
C -2.526 0.597 2.260
C -1.987 0.015 3.413
C -2.746 -2.918 1.373
H 2.802 0.864 1.263
H 1.165 4.066 -2.593
H -2.840 -2.407 -2.400
H -0.079 -2.023 -6.150
H 1.317 2.632 1.710
H 4.935 -1.626 1.504
C -3.251 -2.623 -1.402
H 4.180 -2.638 2.781
H 1.719 -3.055 3.048
P 2.552 -1.547 1.449
H -1.321 -4.367 -0.828
C 4.133 -2.338 1.728
C -0.772 -3.463 -0.522
H 0.616 -1.655 2.839
P 0.607 2.892 -0.598
N 0.254 -0.432 6.108
H -2.745 3.977 -0.410
C 0.301 -1.545 -5.246
H -0.062 2.639 4.393
N -2.103 1.828 1.834
O 1.638 -1.308 -1.573
H -1.659 -1.034 -4.464
H -2.352 -0.939 3.774
H 2.259 -1.447 0.074
C 1.249 -2.384 2.320
H -3.186 -3.897 1.140
H -0.148 -3.699 0.348
C -0.581 -1.028 -4.284
C 1.687 -1.427 -5.037
H 1.478 5.124 -1.184
C -3.073 3.145 -1.054
La -2.054 1.145 -0.425
C -2.427 2.678 -2.208
C 2.083 1.955 -1.136
H -2.975 2.093 -2.964
H -4.169 -2.034 -1.256
H 3.410 0.172 2.801
H 0.648 -2.977 1.627
*
```

Summary:
* E_HOMO (alpha / beta): -15.60 / -16.66 eV


Here is a cluster of 2 separate species, C11H24NO7 in total from the OMol25 dataset. Energies are from ωB97M-V with the def2-TZVPD basis set.

Geometry as ORCA input:
```
! wB97M-V def2-TZVPD RIJCOSX def2/J DEFGRID3
* xyz 1 1
O 2.546 1.469 0.321
C -0.327 -2.068 2.415
H 2.292 3.397 0.795
C 2.009 0.333 -0.335
C 0.304 -4.675 3.829
H 1.953 4.214 -1.291
C -3.646 0.564 0.010
H -0.638 -1.481 1.554
H 1.909 -4.579 2.471
N 1.338 -3.942 3.032
H -0.205 -3.970 4.478
H -1.867 2.190 -3.897
H 2.936 -1.276 -1.470
H 1.005 0.558 -0.708
H 2.132 2.600 -1.971
H -4.977 1.883 0.106
C -1.662 2.585 -2.894
H 1.871 -0.433 0.435
C 1.776 2.650 0.189
C 1.572 3.192 -1.237
H -0.396 -5.143 3.143
O -2.639 2.111 -1.973
H 0.423 2.073 -3.266
H 1.997 -3.475 3.663
H -3.375 0.634 -3.205
H -1.748 3.671 -2.913
C 2.905 -0.185 -1.456
H 0.781 2.503 0.631
H 2.568 0.148 -2.441
O -2.704 -0.001 0.461
H -1.151 -2.695 2.751
C -0.266 2.220 -2.423
H 0.804 -5.433 4.425
H -0.056 -1.390 3.230
H -0.336 1.264 -1.884
O -4.037 0.472 -1.303
O 0.196 3.247 -1.574
C -2.987 0.776 -2.191
H -2.152 0.091 -1.999
O -4.476 1.319 0.712
H 3.915 0.200 -1.305
O 1.550 -2.757 1.067
C 0.865 -2.861 2.018
*
```

Summary:
* E_HOMO: -11.50 eV